Record 1
Formula: C10H8Br2F7NO
Source: the Open Molecules 2025 dataset
Level of theory: wB97M-V/def2-TZVPD

## Properties
structure (SMILES) = C/C(Br)=C(\Br)[C@@H]1NC(=O)C[C@H]1C(F)(F)C(F)(F)C(F)(F)F
electronic energy = -173136.4219 eV
HOMO-LUMO gap = 0.331 hartree
LUMO energy = -0.45 eV

The geometry in ORCA input format:
```
! RIJCOSX wB97M-V def2-TZVPD def2/J DEFGRID3
* xyz 0 1
C 3.515 -1.904 0.439
C 1.937 -1.643 0.908
Br 1.643 -1.056 2.802
C 0.844 -1.863 -0.109
Br 1.330 -2.514 -1.980
C -0.741 -1.557 0.328
N -1.676 -2.283 -0.662
C -2.048 -1.400 -1.865
O -2.108 -1.694 -3.166
C -2.299 0.043 -1.072
C -0.894 0.008 -0.166
C -1.127 1.196 0.939
F -1.260 0.577 2.308
F -2.419 1.919 0.656
C 0.044 2.343 0.987
F -0.252 3.187 2.204
F 1.420 1.830 1.178
C 0.057 3.379 -0.284
F -0.466 2.825 -1.554
F -0.593 4.701 0.046
F 1.509 3.723 -0.520
H 3.790 -3.043 0.419
H 4.210 -1.288 1.189
H 3.674 -1.367 -0.615
H -1.076 -1.838 1.415
H -1.424 -3.271 -0.886
H -3.276 -0.231 -0.448
H -2.422 0.995 -1.753
H 0.108 0.227 -0.740
*
```

***

Record 2
Formula: C3H6CuFO2
Source: the Open Molecules 2025 dataset
Level of theory: wB97M-V/def2-TZVPD

## Properties
electronic energy = -54656.5151 eV
ΔE to the lowest compared entry with this formula, charge and spin = 0.0 kcal/mol
HOMO-LUMO gap = 0.238 hartree
LUMO energy = -1.82 eV

The geometry in ORCA input format:
```
! RIJCOSX wB97M-V def2-TZVPD def2/J DEFGRID3
* xyz 0 1
O 1.097 -0.520 -2.345
C 1.441 -0.110 -1.216
C 0.594 0.037 -0.078
O -0.767 -0.190 -0.332
C -1.560 -0.441 0.815
Cu -1.074 -0.735 -2.383
H 2.498 0.171 -1.033
H 1.005 -0.444 0.836
H -1.372 0.323 1.585
H -2.612 -0.400 0.511
H -1.324 -1.428 1.241
H 0.905 1.330 0.820
F 1.169 2.407 1.578
*
```

***

Record 3
Formula: C25H51CdN9O4P2S2
Source: the Open Molecules 2025 dataset
Level of theory: wB97M-V/def2-TZVPD

## Properties
electronic energy = -93171.8357 eV
ΔE to the lowest compared entry with this formula, charge and spin = 44.1 kcal/mol
HOMO-LUMO gap = 0.255 hartree
LUMO energy = 0.42 eV

The geometry in ORCA input format:
```
! RIJCOSX wB97M-V def2-TZVPD def2/J DEFGRID3
* xyz 0 1
Cd 0.139 0.901 0.921
N 2.086 3.231 -2.270
C 1.646 2.723 -1.069
S -0.073 2.762 -0.824
N 2.543 2.275 -0.257
N 2.130 1.605 0.861
C 3.020 1.418 1.786
C 2.860 0.624 2.955
C 4.016 0.393 3.729
C 4.015 -0.422 4.828
C 2.821 -1.045 5.212
C 1.673 -0.830 4.505
C 1.622 0.017 3.361
O 0.487 0.192 2.798
H 1.460 3.887 -2.709
H 3.063 3.477 -2.301
H 4.005 1.874 1.632
H 4.935 0.875 3.422
H 4.923 -0.594 5.387
H 2.812 -1.697 6.076
H 0.744 -1.309 4.782
C -3.644 1.198 3.315
N -3.632 2.478 2.632
C -4.916 3.117 2.492
P -2.375 2.718 1.574
O -1.116 2.293 2.173
O -2.835 1.855 0.232
P -2.502 0.648 -0.783
O -1.278 -0.131 -0.561
N -2.636 1.225 -2.343
C -3.620 2.236 -2.655
C -1.515 1.195 -3.259
N -3.825 -0.333 -0.491
C -3.821 -1.543 -1.283
C -5.150 0.134 -0.175
N -2.456 4.310 1.113
C -1.291 5.123 1.416
C -3.182 4.745 -0.061
H -4.032 1.332 4.329
H -2.618 0.829 3.375
H -4.262 0.454 2.796
H -5.343 3.283 3.484
H -5.632 2.518 1.915
H -4.773 4.078 2.008
H -4.409 2.222 -1.906
H -4.058 2.032 -3.636
H -3.167 3.232 -2.676
H -0.768 0.499 -2.882
H -1.050 2.180 -3.355
H -1.865 0.860 -4.240
H -2.794 -1.799 -1.529
H -4.391 -1.423 -2.212
H -4.257 -2.360 -0.702
H -5.078 1.079 0.351
H -5.637 -0.599 0.473
H -5.763 0.263 -1.074
H -0.717 4.638 2.203
H -1.619 6.105 1.762
H -0.654 5.243 0.535
H -3.999 4.056 -0.257
H -2.530 4.784 -0.941
H -3.584 5.745 0.122
C 4.370 -4.440 -0.410
C 5.250 -3.521 0.426
C 5.117 -2.049 0.040
C 3.727 -1.469 0.288
N 2.809 -1.780 -0.787
C 1.491 -1.955 -0.578
S 0.832 -2.165 0.938
N 0.664 -2.075 -1.640
C 1.018 -2.061 -3.036
C 1.717 -3.348 -3.503
C 0.798 -4.570 -3.582
C 0.456 -5.175 -2.225
H 4.562 -5.478 -0.147
H 4.582 -4.312 -1.471
H 3.319 -4.229 -0.230
H 6.297 -3.814 0.304
H 4.990 -3.638 1.480
H 5.383 -1.924 -1.014
H 5.826 -1.469 0.634
H 3.804 -0.381 0.394
H 3.302 -1.873 1.210
H 3.109 -1.479 -1.704
H -0.302 -2.189 -1.379
H 1.671 -1.201 -3.239
H 0.098 -1.919 -3.609
H 2.544 -3.571 -2.828
H 2.129 -3.155 -4.496
H 1.308 -5.332 -4.178
H -0.120 -4.302 -4.110
H 1.363 -5.400 -1.670
H -0.100 -6.101 -2.360
H -0.147 -4.502 -1.623
*
```

***

Record 4
Formula: C6H11O
Source: the Open Molecules 2025 dataset
Level of theory: wB97M-V/def2-TZVPD

## Properties
structure (SMILES) = C=CCCCC[O-]
electronic energy = -8446.2766 eV
ΔE to the lowest compared entry with this formula, charge and spin = 13.7 kcal/mol
HOMO-LUMO gap = 0.208 hartree
LUMO energy = 3.65 eV

The geometry in ORCA input format:
```
! RIJCOSX wB97M-V def2-TZVPD def2/J DEFGRID3
* xyz -1 1
C 3.030 0.992 -0.891
C 1.709 0.908 -0.802
C 0.815 0.935 0.391
C -0.681 1.079 0.189
C -1.346 -0.216 -0.306
C -1.532 -1.251 0.830
O -1.884 -2.485 0.335
H 3.737 1.128 -0.077
H 3.520 0.885 -1.854
H 1.194 0.783 -1.727
H 1.239 1.529 1.204
H 0.986 -0.076 0.800
H -0.921 1.972 -0.406
H -1.138 1.320 1.156
H -0.734 -0.693 -1.064
H -2.363 -0.028 -0.649
H -0.584 -1.317 1.416
H -2.390 -0.947 1.469
*
```

***

Record 5
Formula: C5H10NO2
Source: the Open Molecules 2025 dataset
Level of theory: wB97M-V/def2-TZVPD

## Properties
structure (SMILES) = C[C@@H](N)CCC(=O)[O-]
electronic energy = -10933.3844 eV
ΔE to the lowest compared entry with this formula, charge and spin = 20.3 kcal/mol
HOMO-LUMO gap = 0.274 hartree
LUMO energy = 3.76 eV

The geometry in ORCA input format:
```
! RIJCOSX wB97M-V def2-TZVPD def2/J DEFGRID3
* xyz -1 1
C -0.286 1.986 -0.097
C 0.446 0.631 0.065
N 1.519 0.895 1.068
C -0.462 -0.463 0.658
C -0.170 -1.827 0.018
C -0.768 -1.989 -1.413
O -1.602 -2.876 -1.685
O -0.229 -1.249 -2.293
H 0.267 2.912 -0.066
H -0.843 2.040 -1.039
H -1.010 2.139 0.732
H 0.841 0.328 -0.949
H 2.459 0.917 0.691
H 1.398 1.796 1.515
H -1.503 -0.147 0.491
H -0.280 -0.537 1.734
H -0.689 -2.618 0.556
H 0.910 -1.939 0.013
*
```

***

Record 6
Formula: C22H22N3OPSe2Ti
Source: the Open Molecules 2025 dataset
Level of theory: wB97M-V/def2-TZVPD

## Properties
electronic energy = -192781.8386 eV
HOMO-LUMO gap (alpha / beta) = 0.273 / 0.303 hartree
LUMO energy (alpha / beta) = -2.68 / -2.64 eV

The geometry in ORCA input format:
```
! RIJCOSX wB97M-V def2-TZVPD def2/J DEFGRID3
* xyz 1 2
Ti 1.069 0.384 -1.309
N 1.375 2.879 -4.481
C 1.534 1.803 -3.684
O 0.572 1.478 -2.863
C 2.734 0.927 -3.730
C 2.675 -0.068 -2.627
H 0.487 3.360 -4.471
H 2.040 3.064 -5.249
H 3.563 1.615 -3.625
H 2.624 0.534 -4.791
H 3.597 -0.371 -2.126
H 2.251 -1.018 -2.965
Se 1.753 -1.878 -0.168
P -0.314 -1.733 0.257
Se -1.257 -0.217 -1.168
C -0.987 -3.410 -0.212
C -0.614 -3.947 -1.464
C -0.912 -5.231 -1.766
C -1.534 -6.061 -0.852
C -1.949 -5.609 0.382
C -1.567 -4.303 0.688
C -0.936 -1.342 1.922
C -2.353 -1.304 2.196
C -2.799 -0.764 3.413
C -1.909 -0.004 4.261
C -0.555 -0.099 3.987
C -0.049 -0.719 2.806
H -0.197 -3.227 -2.234
H -0.705 -5.614 -2.732
H -1.590 -7.105 -1.216
H -2.611 -6.254 0.902
H -1.758 -4.018 1.752
H -3.077 -1.771 1.541
H -3.857 -0.958 3.643
H -2.329 0.592 5.053
H 0.230 0.310 4.700
H 1.021 -0.894 2.708
N 1.469 2.241 2.125
C 2.087 1.499 1.249
N 1.659 1.745 0.002
C 0.764 2.894 0.119
C 0.149 3.789 -0.792
C -0.813 4.697 -0.277
C -0.879 4.975 1.083
C -0.192 4.140 2.034
C 0.583 3.125 1.504
H 1.784 2.294 3.102
H 2.796 0.722 1.570
H 0.042 3.483 -1.800
H -1.348 5.311 -0.961
H -1.502 5.783 1.465
H -0.263 4.273 3.099
*
```